# 1
{
  "formula": "C5H12N4O",
  "method": "ωB97M-V/def2-TZVPD",
  "lumo_ev": 0.805,
  "e_tot_ev": -13387.3542,
  "homo_ha": -0.2973,
  "e_above_lowest_kj_mol": 7.93,
  "symbols": ["C", "C", "N", "C", "C", "C", "N", "N", "N", "O", "H", "H", "H", "H", "H", "H", "H", "H", "H", "H", "H", "H"],
  "coordinates": [[-1.26883, -1.29816, 0.59700], [-1.52010, 1.19070, 0.79718], [1.16961, -0.46786, -1.00405], [0.75660, 0.18160, 1.30990], [0.05256, 0.15625, -0.92721], [-0.56720, 0.05215, 0.44989], [1.93355, -0.45708, -2.16056], [1.26286, -0.98555, 1.79447], [-0.49592, 0.98721, -1.87033], [1.17190, 1.26989, 1.66300], [2.84971, -0.83354, -1.94368], [2.00435, 0.45252, -2.61714], [1.12709, -1.81822, 1.24691], [2.14005, -0.90696, 2.28554], [-1.08746, 1.73497, -1.54995], [0.08831, 1.22415, -2.65746], [-2.21935, -1.27067, 0.06835], [-0.67640, -2.10106, 0.16652], [-0.99675, 2.14278, 0.79267], [-1.90086, 1.02859, 1.80078], [-2.36240, 1.22966, 0.11168], [-1.46131, -1.51137, 1.64648]],
  "atomic_forces_ev_per_a": [[0.0, 0.1, 0.1], [0.4, 0.0, 0.1], [-0.4, -0.3, -0.3], [-1.3, 0.2, 1.0], [1.1, 0.3, -0.1], [0.8, -0.1, 0.1], [-0.3, 0.1, -0.5], [0.1, -0.1, 0.1], [0.1, -0.1, -0.4], [0.0, -0.2, -0.3], [-0.2, 0.3, 0.0], [0.2, -0.1, 0.2], [0.1, 0.1, 0.0], [0.0, 0.0, -0.1], [0.0, 0.0, 0.0], [-0.2, 0.0, 0.0], [-0.1, 0.0, -0.1], [0.0, -0.1, 0.0], [0.0, 0.1, 0.0], [-0.1, 0.0, 0.1], [-0.2, -0.1, -0.1], [-0.1, -0.1, 0.1]]
}

=====

# 2
{
  "formula": "C26H27Br2OSi",
  "method": "ωB97M-V/def2-TZVPD",
  "charge": 1,
  "lumo_ev": -5.523,
  "e_tot_ev": -177402.2219,
  "homo_ha": -0.4121,
  "e_above_lowest_kj_mol": 245.83,
  "symbols": ["C", "Si", "C", "C", "C", "C", "O", "C", "C", "C", "C", "C", "C", "H", "H", "H", "H", "H", "H", "H", "H", "H", "H", "H", "H", "H", "H", "H", "H", "Br", "C", "C", "C", "C", "C", "C", "C", "C", "C", "C", "C", "Br", "C", "C", "C", "C", "H", "H", "H", "H", "H", "H", "H", "H", "H", "H", "H"],
  "coordinates": [[-0.08858, 0.04911, 4.98796], [-0.73180, -0.76952, 3.43915], [-1.59717, -2.36505, 3.88108], [-1.84968, 0.35152, 2.44834], [0.71694, -1.11731, 2.24730], [1.91734, -0.52407, 2.35893], [0.30264, -1.79501, 1.10177], [0.96347, -2.95781, 0.67829], [0.13654, -4.06557, 0.48400], [0.72667, -5.31134, 0.27583], [2.11661, -5.41989, 0.18398], [2.91983, -4.28296, 0.28558], [2.34273, -3.02390, 0.50182], [-0.94664, 0.46278, 5.53901], [0.41357, -0.67691, 5.64442], [0.60828, 0.87116, 4.77656], [-2.59567, -2.13128, 4.27791], [-1.71915, -3.01348, 3.00299], [-1.04878, -2.92631, 4.65008], [-2.49619, 0.93665, 3.11787], [-1.26417, 1.04393, 1.82893], [-2.48588, -0.24205, 1.77617], [2.81350, -0.83271, 1.82222], [2.08328, 0.11083, 3.23856], [-0.94214, -3.94046, 0.55545], [0.09484, -6.19408, 0.18132], [2.58179, -6.39443, 0.02014], [4.00544, -4.34956, 0.19222], [2.95181, -2.12099, 0.54244], [8.05228, 1.17987, -0.35491], [6.20306, 1.18376, 0.02703], [5.76584, 1.16312, 1.36319], [4.40360, 1.23082, 1.63914], [3.43409, 1.30630, 0.60417], [2.03304, 1.46412, 0.93033], [1.06164, 1.75334, -0.04925], [-0.09575, 2.47468, 0.21617], [-1.09903, 2.83602, -0.75421], [-2.37644, 3.30681, -0.33267], [-3.37227, 3.63968, -1.24753], [-3.11908, 3.53665, -2.62558], [-4.45876, 4.00711, -3.86477], [-1.86368, 3.09440, -3.07470], [-0.87050, 2.74764, -2.15510], [3.90030, 1.25627, -0.73585], [5.26761, 1.20525, -1.01548], [6.48837, 1.11010, 2.17247], [4.07302, 1.25692, 2.68081], [1.77741, 1.74009, 1.95738], [1.24220, 1.41593, -1.07705], [-0.24724, 2.85061, 1.23504], [-2.57515, 3.38984, 0.73586], [-4.34447, 3.97705, -0.90595], [-1.67294, 3.02365, -4.14133], [0.10495, 2.41633, -2.51414], [3.18948, 1.29114, -1.55627], [5.61084, 1.19935, -2.04392]],
  "atomic_forces_ev_per_a": [[0.0, 0.1, 0.1], [0.0, -0.3, -0.1], [0.0, -0.1, 0.0], [-0.3, 0.1, 0.0], [-0.4, 0.5, -0.8], [0.5, -0.9, 0.8], [0.4, -0.1, 0.5], [-0.1, 0.0, 0.1], [0.5, -0.1, 0.3], [0.0, 0.2, -0.2], [0.2, 0.0, 0.1], [-0.2, 0.2, -0.2], [-0.1, -0.4, 0.1], [0.3, -0.1, -0.1], [-0.1, 0.2, -0.2], [-0.2, -0.1, 0.1], [0.2, -0.1, -0.1], [0.0, 0.1, 0.2], [-0.1, 0.1, -0.2], [0.1, -0.1, -0.2], [-0.2, -0.2, 0.2], [0.2, 0.2, 0.1], [-0.5, 0.3, 0.1], [0.0, -0.6, -0.2], [0.2, -0.1, 0.1], [0.2, 0.2, 0.0], [-0.2, 0.3, 0.1], [-0.4, -0.1, 0.0], [-0.1, -0.5, 0.0], [-0.4, 0.0, 0.1], [-0.5, -0.1, 0.2], [-0.3, 0.1, -0.2], [0.1, 0.2, -0.2], [0.7, -0.5, -0.1], [-0.1, 1.7, -0.2], [-0.6, -0.2, -0.2], [0.6, -0.4, 0.0], [-0.6, 0.3, -0.7], [0.4, -0.1, -0.2], [0.3, -0.2, -0.1], [0.5, -0.2, 0.5], [0.3, -0.1, 0.2], [0.2, -0.1, 0.4], [-0.4, 0.0, 0.2], [0.3, 0.0, 0.5], [-0.3, 0.1, 0.2], [-0.1, 0.1, -0.2], [0.1, -0.1, -0.3], [0.2, 0.0, -0.5], [-0.1, 0.2, 0.5], [0.0, -0.3, -0.3], [0.0, 0.0, -0.2], [0.1, 0.0, 0.0], [0.0, 0.0, 0.2], [-0.4, 0.1, 0.0], [0.3, 0.0, 0.1], [0.0, 0.0, 0.1]]
}